C78H172N11O15P | ωB97M-V/def2-TZVPD

Last columns: bonded neighbours and bond lengths (Å).
Positions of all 277 atoms, in Å:
1 C -6.982 -9.649 -5.956  C2 1.544, H18 1.090, H19 1.090, H20 1.090
2 C -6.857 -8.111 -5.895  C1 1.544, C3 1.593, H21 1.090, H22 1.090
3 C -6.145 -7.535 -4.592  C2 1.593, C4 1.526, H23 1.090, H24 1.090
4 C -4.623 -7.592 -4.672  C3 1.526, P5 1.871, H25 1.090, H26 1.090
5 P -3.767 -7.146 -3.069  C4 1.871, C6 1.863, C10 1.808, C14 1.794
6 C -4.559 -8.037 -1.638  P5 1.863, C7 1.530, H27 1.090, H28 1.090
7 C -4.516 -9.566 -1.629  C6 1.530, C8 1.585, H29 1.090, H30 1.090
8 C -5.644 -10.198 -0.714  C7 1.585, C9 1.567, H31 1.090, H32 1.090
9 C -5.375 -11.654 -0.201  C8 1.567, H33 1.090, H34 1.090, H35 1.090
10 C -3.930 -5.351 -2.928  P5 1.808, C11 1.540, H36 1.090, H37 1.090
11 C -3.061 -4.540 -3.907  C10 1.540, C12 1.607, H38 1.090, H39 1.090
12 C -3.658 -3.054 -4.044  C11 1.607, C13 1.513, H40 1.090, H41 1.090
13 C -2.987 -2.161 -5.065  C12 1.513, H42 1.090, H43 1.090, H44 1.090
14 C -2.039 -7.628 -3.120  P5 1.794, C15 1.562, H45 1.090, H46 1.090
15 C -1.569 -7.654 -4.609  C14 1.562, C16 1.486, H47 1.090, H48 1.090
16 C -0.160 -8.124 -4.668  C15 1.486, C17 1.562, H49 1.090, H50 1.090
17 C 0.317 -7.849 -6.129  C16 1.562, H51 1.090, H52 1.090, H53 1.090
18 H -7.439 -9.903 -6.913  C1 1.090
19 H -7.770 -10.058 -5.324  C1 1.090
20 H -6.039 -10.158 -5.759  C1 1.090
21 H -7.825 -7.663 -6.121  C2 1.090
22 H -6.258 -8.033 -6.803  C2 1.090
23 H -6.614 -8.065 -3.763  C3 1.090
24 H -6.421 -6.490 -4.452  C3 1.090
25 H -4.220 -6.953 -5.459  C4 1.090
26 H -4.331 -8.620 -4.884  C4 1.090
27 H -5.530 -7.569 -1.481  C6 1.090
28 H -4.021 -7.843 -0.709  C6 1.090
29 H -3.481 -9.849 -1.437  C7 1.090
30 H -4.590 -9.904 -2.663  C7 1.090
31 H -6.562 -10.198 -1.302  C8 1.090
32 H -5.901 -9.588 0.151  C8 1.090
33 H -6.188 -12.158 0.321  C9 1.090
34 H -4.610 -11.747 0.570  C9 1.090
35 H -5.027 -12.248 -1.046  C9 1.090
36 H -3.631 -5.176 -1.894  C10 1.090
37 H -4.971 -5.123 -3.158  C10 1.090
38 H -3.124 -4.857 -4.948  C11 1.090
39 H -2.043 -4.492 -3.521  C11 1.090
40 H -3.553 -2.471 -3.129  C12 1.090
41 H -4.721 -3.204 -4.230  C12 1.090
42 H -2.990 -2.489 -6.104  C13 1.090
43 H -1.978 -1.830 -4.822  C13 1.090
44 H -3.555 -1.231 -5.093  C13 1.090
45 H -2.037 -8.653 -2.751  C14 1.090
46 H -1.470 -6.962 -2.472  C14 1.090
47 H -1.631 -6.648 -5.023  C15 1.090
48 H -2.219 -8.223 -5.273  C15 1.090
49 H -0.114 -9.177 -4.387  C16 1.090
50 H 0.435 -7.524 -3.980  C16 1.090
51 H -0.249 -7.084 -6.659  C17 1.090
52 H 0.307 -8.803 -6.658  C17 1.090
53 H 1.353 -7.514 -6.073  C17 1.090
54 C -7.151 1.944 0.400  C55 1.502, H64 1.090, H65 1.090, H66 1.090
55 C -8.246 2.965 0.509  C54 1.502, C56 1.543, H67 1.090, H68 1.090
56 C -8.208 4.148 1.500  C55 1.543, C57 1.578, H69 1.090, H70 1.090
57 C -7.380 5.331 0.864  C56 1.578, N58 1.537, H71 1.090, H72 1.090
58 N -7.486 6.642 1.659  C57 1.537, C59 1.567, C62 1.563, C63 1.501
59 C -6.346 7.623 1.217  N58 1.567, C60 1.568, H73 1.090, H74 1.090
60 C -5.064 7.241 2.034  C59 1.568, C61 1.556, H75 1.090, H76 1.090
61 C -5.548 6.362 3.224  C60 1.556, C62 1.517, H77 1.090, H78 1.090
62 C -7.055 6.520 3.156  N58 1.563, C61 1.517, H79 1.090, H80 1.090
63 C -8.840 7.229 1.383  N58 1.501, H81 1.090, H82 1.090, H83 1.090
64 H -6.238 2.527 0.522  C54 1.090
65 H -7.247 1.419 -0.551  C54 1.090
66 H -7.132 1.227 1.220  C54 1.090
67 H -9.188 2.447 0.688  C55 1.090
68 H -8.409 3.340 -0.502  C55 1.090
69 H -7.803 3.865 2.472  C56 1.090
70 H -9.162 4.565 1.820  C56 1.090
71 H -7.593 5.637 -0.160  C57 1.090
72 H -6.338 5.017 0.922  C57 1.090
73 H -6.662 8.623 1.515  C59 1.090
74 H -6.309 7.455 0.141  C59 1.090
75 H -4.490 8.104 2.370  C60 1.090
76 H -4.429 6.511 1.533  C60 1.090
77 H -5.016 6.776 4.081  C61 1.090
78 H -5.376 5.312 2.989  C61 1.090
79 H -7.345 7.461 3.624  C62 1.090
80 H -7.692 5.798 3.667  C62 1.090
81 H -8.818 8.212 1.855  C63 1.090
82 H -9.663 6.580 1.681  C63 1.090
83 H -8.791 7.376 0.304  C63 1.090
84 C 2.961 -2.304 -2.567  C85 1.524, H94 1.090, H95 1.090, H96 1.090
85 C 2.948 -2.365 -1.045  C84 1.524, C86 1.544, H97 1.090, H98 1.090
86 C 2.225 -1.166 -0.395  C85 1.544, C87 1.540, H99 1.090, H100 1.090
87 C 2.763 0.269 -0.547  C86 1.540, N88 1.630, H101 1.090, H102 1.090
88 N 1.877 1.446 0.150  C87 1.630, C89 1.617, C92 1.538, C93 1.635
89 C 1.623 1.112 1.711  N88 1.617, C90 1.552, H103 1.090, H104 1.090
90 C 0.264 1.831 1.920  C89 1.552, C91 1.529, H105 1.090, H106 1.090
91 C -0.548 1.629 0.641  C90 1.529, C92 1.539, H107 1.090, H108 1.090
92 C 0.484 1.532 -0.497  N88 1.538, C91 1.539, H109 1.090, H110 1.090
93 C 2.735 2.838 0.124  N88 1.635, H111 1.090, H112 1.090, H113 1.090
94 H 3.610 -2.974 -3.132  C84 1.090
95 H 3.279 -1.414 -3.110  C84 1.090
96 H 1.927 -2.408 -2.894  C84 1.090
97 H 3.884 -2.668 -0.575  C85 1.090
98 H 2.334 -3.261 -0.965  C85 1.090
99 H 1.936 -1.433 0.621  C86 1.090
100 H 1.242 -1.165 -0.865  C86 1.090
101 H 2.925 0.605 -1.572  C87 1.090
102 H 3.785 0.416 -0.199  C87 1.090
103 H 2.507 1.456 2.249  C89 1.090
104 H 1.464 0.043 1.848  C89 1.090
105 H 0.323 2.863 2.265  C90 1.090
106 H -0.285 1.313 2.707  C90 1.090
107 H -1.391 2.286 0.429  C91 1.090
108 H -0.904 0.638 0.922  C91 1.090
109 H 0.605 2.303 -1.258  C92 1.090
110 H 0.385 0.640 -1.115  C92 1.090
111 H 2.045 3.605 -0.226  C93 1.090
112 H 3.607 2.847 -0.530  C93 1.090
113 H 3.190 2.912 1.112  C93 1.090
114 C 1.540 2.960 -8.042  C115 1.542, H126 1.090, H127 1.090, H128 1.090
115 C 2.850 2.348 -7.504  C114 1.542, C116 1.535, H129 1.090, H130 1.090
116 C 3.885 2.172 -8.623  C115 1.535, C117 1.484, H131 1.090, H132 1.090
117 C 3.447 1.046 -9.485  C116 1.484, N118 1.592, H133 1.090, H134 1.090
118 N 4.417 0.576 -10.657  C117 1.592, C119 1.558, C122 1.580, C123 1.581
119 C 3.716 -0.647 -11.319  N118 1.558, C120 1.528, H135 1.090, H136 1.090
120 C 2.711 -0.028 -12.289  C119 1.528, C121 1.581, H137 1.090, H138 1.090
121 C 3.558 1.150 -12.918  C120 1.581, C122 1.549, H139 1.090, H140 1.090
122 C 4.523 1.647 -11.814  N118 1.580, C121 1.549, H141 1.090, H142 1.090
123 C 5.890 0.230 -10.195  N118 1.581, C124 1.483, H143 1.090, H144 1.090
124 C 6.096 -0.917 -9.279  C123 1.483, C125 1.559, H145 1.090, H146 1.090
125 C 7.613 -1.274 -9.223  C124 1.559, H147 1.090, H148 1.090, H149 1.090
126 H 1.135 2.341 -8.842  C114 1.090
127 H 1.751 3.963 -8.413  C114 1.090
128 H 0.816 3.141 -7.247  C114 1.090
129 H 2.633 1.504 -6.850  C115 1.090
130 H 3.140 3.036 -6.709  C115 1.090
131 H 4.889 2.074 -8.211  C116 1.090
132 H 3.921 3.147 -9.111  C116 1.090
133 H 2.651 1.487 -10.085  C117 1.090
134 H 3.277 0.115 -8.944  C117 1.090
135 H 4.558 -1.085 -11.855  C119 1.090
136 H 3.452 -1.367 -10.544  C119 1.090
137 H 2.324 -0.617 -13.120  C120 1.090
138 H 1.866 0.397 -11.748  C120 1.090
139 H 4.016 0.822 -13.851  C121 1.090
140 H 2.877 1.936 -13.246  C121 1.090
141 H 5.577 1.769 -12.062  C122 1.090
142 H 4.376 2.623 -11.351  C122 1.090
143 H 6.190 1.136 -9.668  C123 1.090
144 H 6.498 0.114 -11.091  C123 1.090
145 H 5.403 -1.743 -9.442  C124 1.090
146 H 5.857 -0.538 -8.286  C124 1.090
147 H 8.034 -1.788 -10.087  C125 1.090
148 H 7.697 -2.000 -8.415  C125 1.090
149 H 8.241 -0.429 -8.940  C125 1.090
150 C 5.417 -8.546 7.340  C151 1.561, H162 1.090, H163 1.090, H164 1.090
151 C 4.256 -7.543 7.052  C150 1.561, C152 1.528, H165 1.090, H166 1.090
152 C 4.767 -6.252 6.415  C151 1.528, C153 1.527, H167 1.090, H168 1.090
153 C 5.330 -5.214 7.384  C152 1.527, N154 1.592, H169 1.090, H170 1.090
154 N 5.696 -3.799 6.753  C153 1.592, C155 1.543, C158 1.524, C159 1.556
155 C 6.057 -2.868 7.929  N154 1.543, C156 1.496, H171 1.090, H172 1.090
156 C 4.827 -2.151 8.391  C155 1.496, C157 1.546, H173 1.090, H174 1.090
157 C 3.744 -2.429 7.324  C156 1.546, C158 1.534, H175 1.090, H176 1.090
158 C 4.551 -2.994 6.149  N154 1.524, C157 1.534, H177 1.090, H178 1.090
159 C 6.831 -4.125 5.741  N154 1.556, C160 1.526, H179 1.090, H180 1.090
160 C 6.621 -3.991 4.235  C159 1.526, C161 1.602, H181 1.090, H182 1.090
161 C 7.909 -4.234 3.313  C160 1.602, H183 1.090, H184 1.090, H185 1.090
162 H 6.148 -8.222 8.081  C150 1.090
163 H 5.899 -9.061 6.508  C150 1.090
164 H 5.010 -9.402 7.879  C150 1.090
165 H 3.738 -7.280 7.974  C151 1.090
166 H 3.445 -8.093 6.574  C151 1.090
167 H 3.960 -5.797 5.840  C152 1.090
168 H 5.371 -6.527 5.550  C152 1.090
169 H 6.140 -5.607 7.999  C153 1.090
170 H 4.571 -5.010 8.139  C153 1.090
171 H 6.629 -2.125 7.374  C155 1.090
172 H 6.677 -3.326 8.699  C155 1.090
173 H 5.051 -1.154 8.770  C156 1.090
174 H 4.591 -2.618 9.347  C156 1.090
175 H 3.199 -1.566 6.941  C157 1.090
176 H 3.114 -3.207 7.756  C157 1.090
177 H 4.971 -2.167 5.576  C158 1.090
178 H 3.959 -3.631 5.493  C158 1.090
179 H 7.250 -5.100 5.988  C159 1.090
180 H 7.599 -3.393 5.992  C159 1.090
181 H 6.336 -2.985 3.927  C160 1.090
182 H 5.811 -4.607 3.844  C160 1.090
183 H 8.792 -3.679 3.628  C161 1.090
184 H 7.807 -4.073 2.240  C161 1.090
185 H 8.101 -5.307 3.303  C161 1.090
186 C 5.549 10.421 -3.905  C187 1.566, H198 1.090, H199 1.090, H200 1.090
187 C 5.538 9.418 -2.704  C186 1.566, C188 1.582, H201 1.090, H202 1.090
188 C 4.294 9.588 -1.741  C187 1.582, C189 1.584, H203 1.090, H204 1.090
189 C 3.722 11.054 -1.556  C188 1.584, N190 1.612, H205 1.090, H206 1.090
190 N 3.177 11.369 -0.072  C189 1.612, C191 1.570, C194 1.644, C195 1.570
191 C 2.689 12.861 -0.070  N190 1.570, C192 1.567, H207 1.090, H208 1.090
192 C 1.231 12.980 -0.632  C191 1.567, C193 1.579, H209 1.090, H210 1.090
193 C 0.849 11.449 -0.703  C192 1.579, C194 1.479, H211 1.090, H212 1.090
194 C 1.733 10.613 0.138  N190 1.644, C193 1.479, H213 1.090, H214 1.090
195 C 4.240 11.167 1.066  N190 1.570, C196 1.575, H215 1.090, H216 1.090
196 C 5.727 11.611 0.793  C195 1.575, C197 1.464, H217 1.090, H218 1.090
197 C 6.545 11.235 1.947  C196 1.464, H219 1.090, H220 1.090, H221 1.090
198 H 4.619 10.244 -4.446  C186 1.090
199 H 6.405 10.270 -4.562  C186 1.090
200 H 5.536 11.492 -3.703  C186 1.090
201 H 6.446 9.674 -2.159  C187 1.090
202 H 5.614 8.420 -3.137  C187 1.090
203 H 4.287 8.980 -0.836  C188 1.090
204 H 3.492 9.033 -2.228  C188 1.090
205 H 3.030 11.439 -2.305  C189 1.090
206 H 4.605 11.669 -1.727  C189 1.090
207 H 2.712 13.099 0.994  C191 1.090
208 H 3.365 13.409 -0.726  C191 1.090
209 H 0.629 13.456 0.141  C192 1.090
210 H 1.205 13.416 -1.631  C192 1.090
211 H -0.200 11.322 -0.437  C193 1.090
212 H 0.707 11.125 -1.734  C193 1.090
213 H 1.408 10.564 1.177  C194 1.090
214 H 1.873 9.620 -0.290  C194 1.090
215 H 4.364 10.100 1.249  C195 1.090
216 H 3.960 11.671 1.991  C195 1.090
217 H 5.816 12.669 0.547  C196 1.090
218 H 6.233 11.130 -0.045  C196 1.090
219 H 6.599 10.147 1.961  C197 1.090
220 H 6.291 11.662 2.917  C197 1.090
221 H 7.604 11.448 1.803  C197 1.090
222 C -3.955 0.929 9.272  C223 1.511, H234 1.090, H235 1.090, H236 1.090
223 C -4.532 0.679 7.898  C222 1.511, C224 1.555, H237 1.090, H238 1.090
224 C -4.465 -0.828 7.520  C223 1.555, C225 1.545, H239 1.090, H240 1.090
225 C -5.407 -1.746 8.330  C224 1.545, N226 1.564, H241 1.090, H242 1.090
226 N -5.611 -3.155 7.682  C225 1.564, C227 1.540, C230 1.578, C231 1.501
227 C -6.188 -3.077 6.257  N226 1.540, C228 1.590, H243 1.090, H244 1.090
228 C -7.001 -4.424 6.027  C227 1.590, C229 1.515, H245 1.090, H246 1.090
229 C -7.314 -4.912 7.427  C228 1.515, C230 1.475, H247 1.090, H248 1.090
230 C -6.873 -3.839 8.337  N226 1.578, C229 1.475, H249 1.090, H250 1.090
231 C -4.378 -4.011 7.715  N226 1.501, C232 1.598, H251 1.090, H252 1.090
232 C -3.845 -4.295 9.194  C231 1.598, C233 1.502, H253 1.090, H254 1.090
233 C -2.609 -5.143 9.106  C232 1.502, H255 1.090, H256 1.090, H257 1.090
234 H -2.908 0.655 9.395  C222 1.090
235 H -4.454 0.358 10.056  C222 1.090
236 H -3.981 1.968 9.603  C222 1.090
237 H -3.943 1.223 7.160  C223 1.090
238 H -5.589 0.946 7.916  C223 1.090
239 H -3.430 -1.167 7.549  C224 1.090
240 H -4.725 -0.946 6.468  C224 1.090
241 H -6.406 -1.355 8.140  C225 1.090
242 H -5.333 -1.832 9.415  C225 1.090
243 H -5.362 -2.825 5.592  C227 1.090
244 H -6.940 -2.292 6.178  C227 1.090
245 H -6.412 -5.123 5.434  C228 1.090
246 H -7.938 -4.196 5.519  C228 1.090
247 H -6.960 -5.859 7.834  C229 1.090
248 H -8.391 -4.833 7.575  C229 1.090
249 H -6.820 -4.145 9.382  C230 1.090
250 H -7.692 -3.127 8.234  C230 1.090
251 H -3.717 -3.394 7.106  C231 1.090
252 H -4.588 -4.938 7.181  C231 1.090
253 H -4.552 -4.862 9.799  C232 1.090
254 H -3.564 -3.386 9.725  C232 1.090
255 H -2.762 -6.031 8.491  C233 1.090
256 H -2.164 -5.359 10.077  C233 1.090
257 H -1.893 -4.541 8.547  C233 1.090
258 N -1.041 -4.473 2.903  O259 1.192, O260 1.225, O261 1.218
259 O -1.521 -3.382 2.903  N258 1.192
260 O -1.107 -5.185 1.908  N258 1.225
261 O -0.501 -4.917 3.901  N258 1.218
262 N -2.485 6.980 -3.483  O263 1.196, O264 1.295, O265 1.254
263 O -2.696 7.772 -4.353  N262 1.196
264 O -3.378 6.479 -2.691  N262 1.295
265 O -1.297 6.845 -3.104  N262 1.254
266 N 0.666 8.213 5.743  O267 1.243, O268 1.213, O269 1.264
267 O -0.057 7.223 5.948  N266 1.243
268 O 0.064 9.265 5.764  N266 1.213
269 O 1.846 8.193 5.291  N266 1.264
270 N 8.629 2.201 3.794  O271 1.233, O272 1.238, O273 1.257
271 O 8.665 1.680 4.911  N270 1.233
272 O 7.601 2.330 3.115  N270 1.238
273 O 9.708 2.546 3.249  N270 1.257
274 N 7.968 1.203 -2.847  O275 1.207, O276 1.236, O277 1.227
275 O 8.333 2.223 -2.313  N274 1.207
276 O 6.995 1.151 -3.607  N274 1.236
277 O 8.619 0.165 -2.789  N274 1.227

LUMO energy: -3.24 eV
Multiplicity: 1
Maximum force: 4.84 eV/A
Calculated total energy: -140019.6440 eV
Net charge: +2
Relative energy (zero: lowest compared OMol25 entry of this formula, charge and spin): 212.70 kcal/mol
HOMO energy: -6.88 eV